(1)
A gas-phase ion, C5H6Br2NO2 (charge -1). Source: the OMol25 dataset; level of theory: wB97M-V/def2-TZVPD.

Last column: Mulliken charge in e.
Element x y z (Å)
C: -1.668570 0.227142 1.447596  0.53
C: 1.506809 0.160079 -0.667527  -0.38
C: 0.990823 0.902106 0.523814  -0.86
C: 0.601108 -1.058457 -0.836907  -0.52
C: -1.031388 0.464050 0.024443  0.26
N: -0.770387 -0.571302 -0.863062  -0.26
O: -2.358271 1.137288 1.880521  -0.72
O: -1.322370 -0.867454 1.899369  -0.66
Br: -1.673225 2.034732 -0.906775  -0.19
Br: -1.960192 -2.079600 -0.663535  -0.13
H: 1.447971 0.802220 -1.551529  0.23
H: 2.538672 -0.185678 -0.547914  0.33
H: 1.080975 0.400449 1.475937  0.28
H: 1.063595 1.977622 0.551641  0.36
H: 0.785355 -1.598210 -1.773141  0.36
H: 0.769096 -1.744986 0.007070  0.36

Force components x, y, z for each atom (eV/Å):
C 0.19 0.11 -0.92
C -0.09 -0.05 -0.13
C -3.54 -0.84 -1.00
C 0.55 -0.35 -0.05
C 3.33 1.10 1.64
N -0.44 -0.74 -0.15
O -0.49 0.56 0.54
O 0.35 -0.59 0.61
Br -0.23 0.36 -0.26
Br 0.23 0.35 -0.44
H 0.06 -0.10 0.01
H 0.07 0.01 -0.05
H 0.01 -0.05 0.16
H 0.02 0.14 -0.02
H 0.08 0.02 0.13
H -0.11 0.07 -0.08

Calculated values
2S+1   1
Energy   -150951.80247 eV
HOMO energy   -4.6 eV
Net charge   -1
ΔE to the lowest compared entry with this formula, charge and spin   2.016 eV
HOMO-LUMO gap   7.677 eV
LUMO energy   3.10 eV

---

(2)
2 unconnected molecules or ions with the total composition C3H4NO. Source: the OMol25 dataset; level of theory: wB97M-V/def2-TZVPD.

Last column: Mulliken charge in e.
Element x y z (Å)
C: 0.131648 -1.008529 -0.092942  0.23
C: -1.124672 0.689660 0.037382  0.05
C: 1.021034 0.135814 -0.090380  -0.37
N: -0.007266 1.253778 -0.049142  -0.28
O: -1.112804 -0.637390 0.092343  -0.15
H: 0.200593 -2.017889 -0.005071  0.47
H: -2.543109 1.167166 0.205641  0.40
H: 1.680875 0.080360 0.795695  0.30
H: 1.753705 0.337030 -0.893525  0.34

Force components x, y, z for each atom (eV/Å):
C -1.79 1.96 0.92
C -4.85 4.94 0.88
C -1.68 1.50 -0.58
N 0.97 -0.28 0.25
O 2.10 -3.44 -0.79
H 0.93 -3.00 -0.11
H 5.08 -1.28 -0.71
H -0.34 0.08 0.21
H -0.43 -0.49 -0.07

Calculated values
2S+1   1
Energy   -6701.84934 eV
HOMO energy   -16.8 eV
Net charge   +1
ΔE to the lowest compared entry with this formula, charge and spin   2.821 eV
HOMO-LUMO gap   9.647 eV
LUMO energy   -7.19 eV

---

(3)
2 unconnected molecules or ions with the total composition C5H14. Source: the OMol25 dataset; level of theory: wB97M-V/def2-TZVPD.

Last column: Mulliken charge in e.
Element x y z (Å)
C: -1.158738 -0.155085 -0.232394  0.30
C: -1.685094 0.319809 -1.572663  -1.24
C: -2.274276 -0.537369 0.747857  -1.24
H: -0.541493 -1.031170 -0.416867  0.17
H: -0.503439 0.578791 0.237920  0.06
H: -2.555067 0.967130 -1.459403  0.33
H: -3.095416 0.177901 0.641574  0.30
H: -2.694633 -1.512073 0.491704  0.31
H: -1.911692 -0.519469 -2.230073  0.32
H: -0.951661 0.909142 -2.113785  0.34
H: -1.939059 -0.506251 1.781813  0.34
C: 2.339273 -0.515151 0.184682  -0.78
C: 2.652342 0.860478 0.815440  -0.85
H: 1.731278 -1.082204 0.885289  0.23
H: 1.823068 -0.435209 -0.766738  0.20
H: 3.249010 -1.113913 0.103006  0.38
H: 1.812724 1.201208 1.409161  0.25
H: 3.538976 0.792984 1.445753  0.33
H: 2.909633 1.599990 0.058174  0.24

Force components x, y, z for each atom (eV/Å):
C -0.06 -0.35 0.33
C 0.13 0.25 -0.26
C -0.19 0.31 -0.54
H 0.22 -0.07 0.12
H -0.06 0.18 -0.11
H -0.15 -0.13 -0.03
H 0.03 0.02 0.18
H 0.07 -0.04 0.22
H -0.35 -0.02 0.08
H 0.28 0.10 -0.03
H 0.00 -0.26 0.04
C 0.43 0.18 0.84
C 0.36 -0.50 -0.48
H -0.32 -0.08 -0.09
H 0.03 -0.09 -0.05
H 0.00 0.16 -0.46
H -0.07 0.28 0.05
H -0.15 -0.04 0.24
H -0.22 0.09 -0.04

Calculated values
2S+1   1
Energy   -5411.85119 eV
HOMO energy   -11.4 eV
ΔE to the lowest compared entry with this formula, charge and spin   0.198 eV
SMILES   CCC.CC
HOMO-LUMO gap   12.495 eV
LUMO energy   1.11 eV

---

(4)
A molecular structure, C32H33FN2O4PSSiTi. Source: the OMol25 dataset; level of theory: wB97M-V/def2-TZVPD.

Last column: Mulliken spin population.
Element x y z (Å)
Ti: 0.298323 -0.134673 0.019705  0.92
O: 3.587571 -2.051343 1.540879  0.00
C: 2.486592 -1.555739 1.565085  -0.01
O: 1.932458 -0.901501 0.571696  -0.06
C: 1.596429 -1.638032 2.819399  0.00
P: 0.648861 -0.078807 2.620664  0.03
C: 2.006956 1.084076 3.034231  -0.01
C: 2.618158 1.841058 2.036444  0.02
C: 3.707989 2.645692 2.333683  0.00
C: 4.192582 2.711493 3.630235  0.00
C: 3.584649 1.969476 4.632122  0.00
C: 2.501549 1.158161 4.335618  0.00
C: -0.534893 0.129254 3.982341  0.00
C: -1.431558 -0.900294 4.271134  0.00
C: -2.490889 -0.687320 5.137484  0.00
C: -2.680061 0.561817 5.713565  0.00
C: -1.800432 1.594621 5.423108  0.00
C: -0.737953 1.384742 4.557112  0.00
H: 2.209892 -1.704990 3.714022  0.00
H: 0.947678 -2.512697 2.745634  -0.01
H: 2.244824 1.804292 1.025192  0.00
H: 4.182848 3.219072 1.547700  0.00
H: 5.042444 3.340905 3.861025  0.00
H: 3.962875 2.016811 5.645542  0.00
H: 2.036978 0.578776 5.125475  0.00
H: -1.298032 -1.869783 3.803836  0.00
H: -3.177025 -1.495520 5.356077  0.00
H: -3.514049 0.728856 6.382827  0.00
H: -1.941946 2.571048 5.869742  0.00
H: -0.059465 2.196037 4.321615  0.00
C: -0.941034 -4.396264 -2.094790  0.00
Si: -0.042708 -3.244437 -0.879549  0.01
C: 1.571460 -4.164078 -0.522748  0.00
C: -1.127893 -3.204187 0.685513  0.05
N: 0.193026 -1.588774 -1.339557  0.06
C: 0.668544 -1.176522 -2.566794  0.01
C: 0.348503 -1.772528 -3.800816  0.00
C: 0.754153 -1.230580 -5.008512  0.00
C: 1.499202 -0.062725 -5.059025  0.00
C: 1.850883 0.555766 -3.866794  0.00
C: 1.453376 -0.017280 -2.686429  0.01
F: 1.788356 0.638389 -1.500907  0.02
H: -1.085992 -5.357528 -1.594567  0.00
H: -0.359876 -4.590362 -2.997650  0.00
H: -1.926954 -4.023378 -2.385613  0.00
H: 1.365857 -5.060986 0.067619  0.00
H: 2.296342 -3.558018 0.018132  0.00
H: 2.045158 -4.485149 -1.453665  0.00
H: -2.065058 -3.738654 0.514951  0.00
H: -1.379421 -2.187926 0.985036  -0.03
H: -0.624692 -3.700865 1.518832  0.00
H: -0.273626 -2.655517 -3.797385  0.00
H: 0.463303 -1.726723 -5.926405  0.00
H: 1.790496 0.376972 -6.002610  0.00
H: 2.434027 1.467340 -3.852324  0.00
C: -2.517106 2.231641 1.370097  0.00
C: -1.401498 1.317953 0.952908  -0.01
O: -1.606090 0.080369 0.767511  -0.03
O: -0.230393 1.759366 0.784056  0.01
H: -3.476316 1.739070 1.234142  0.00
H: -2.461946 3.154867 0.793725  0.00
H: -2.380883 2.475888 2.424603  0.00
S: -3.279959 1.211528 -2.720050  0.00
C: -2.002468 0.274003 -2.042551  0.01
N: -0.938796 0.922892 -1.692000  -0.01
C: -1.066163 2.273854 -1.977522  0.00
C: -0.102014 3.263197 -1.765624  0.01
C: -0.405257 4.567967 -2.089786  0.00
C: -1.649080 4.915751 -2.626101  0.00
C: -2.606374 3.949900 -2.865950  0.00
C: -2.300027 2.634198 -2.543267  0.00
H: -2.101799 -0.794659 -1.921386  0.00
H: 0.856553 2.999595 -1.343987  0.00
H: 0.331989 5.341949 -1.921209  0.00
H: -1.865436 5.948462 -2.864652  0.00
H: -3.564416 4.212728 -3.294988  0.00

Force components x, y, z for each atom (eV/Å):
Ti 0.36 0.42 0.09
O -0.16 0.15 -0.11
C 0.28 -0.39 0.47
O 1.30 -0.45 0.32
C -0.09 0.26 -0.16
P 0.65 -0.35 0.88
C -0.13 0.06 -0.06
C -0.06 -0.03 0.17
C 0.04 0.03 -0.02
C -0.01 0.04 -0.03
C 0.02 -0.02 0.08
C 0.04 -0.01 0.01
C -0.17 0.08 -0.21
C 0.13 -0.01 -0.03
C -0.03 -0.04 0.02
C 0.02 -0.01 -0.01
C -0.03 0.05 0.05
C 0.06 -0.09 -0.02
H 0.03 -0.03 -0.01
H -0.02 0.02 -0.03
H 0.00 0.00 -0.09
H -0.02 0.00 0.00
H 0.00 -0.01 0.00
H -0.02 -0.01 0.00
H 0.00 -0.01 -0.01
H -0.06 -0.01 0.01
H 0.00 0.00 0.00
H 0.01 0.00 0.01
H -0.01 -0.01 -0.01
H -0.03 0.01 0.02
C 0.03 0.33 0.05
Si -0.04 -0.62 0.30
C -0.21 0.29 -0.09
C 0.29 -0.05 -0.20
N -0.52 -0.76 -0.66
C 0.29 0.00 -0.42
C 0.02 0.08 0.19
C 0.02 0.00 -0.14
C -0.04 0.00 -0.02
C 0.13 0.03 0.10
C -0.01 -0.22 -0.16
F -0.12 -0.14 -0.39
H 0.00 0.02 0.06
H -0.01 -0.02 0.01
H 0.01 -0.01 -0.03
H -0.03 -0.01 -0.02
H 0.04 -0.02 0.02
H -0.01 0.02 -0.02
H -0.01 0.02 -0.03
H -0.07 0.01 0.09
H -0.01 0.00 0.01
H 0.01 0.01 0.00
H 0.01 0.02 0.00
H 0.03 -0.04 0.00
H -0.02 0.01 0.05
C 0.13 -0.11 -0.04
C -0.55 0.35 0.36
O -0.70 0.08 0.11
O -0.37 0.66 -0.02
H -0.01 0.03 0.01
H -0.01 0.00 0.01
H -0.03 0.02 0.01
S 0.19 -0.05 0.01
C -0.12 0.36 -0.27
N -0.40 -0.02 -0.16
C -0.21 0.46 -0.30
C 0.01 -0.07 0.02
C 0.10 -0.01 0.04
C -0.15 -0.10 -0.07
C -0.01 0.24 -0.05
C 0.14 -0.35 0.15
H 0.05 -0.02 0.10
H 0.00 -0.01 0.04
H 0.01 -0.02 0.00
H 0.02 0.00 0.00
H 0.00 -0.02 0.01

Calculated values
2S+1   2
Energy   -98730.12895 eV
HOMO energy (alpha / beta)   -7.4 / -7.6 eV
ΔE to the lowest compared entry with this formula, charge and spin   1.147 eV
HOMO-LUMO gap (alpha / beta)   7.621 / 7.881 eV
LUMO energy (alpha / beta)   0.25 / 0.26 eV

---

(5)
A molecular structure, C6H9NS. Source: the OMol25 dataset; level of theory: wB97M-V/def2-TZVPD.

Last column: Mulliken charge in e.
Element x y z (Å)
C: 0.646949 -0.207747 -0.409158  0.34
C: 0.557333 -1.690980 -0.199788  -0.91
C: 0.121705 -0.756782 0.883791  -0.46
C: -1.306035 -0.172191 0.897818  -0.06
C: -1.031492 1.262908 0.390571  -0.86
C: -0.590505 0.575525 -0.928893  -0.20
H: 2.314131 0.417432 -1.445325  0.27
H: 1.916103 1.361641 -0.153202  0.28
H: -0.175322 -2.292906 -0.730309  0.23
H: 1.505533 -2.153762 -0.005307  0.32
H: 0.700575 -0.657156 1.822976  0.33
H: -1.899926 -0.366293 1.785698  0.50
H: -1.934327 1.890322 0.307074  0.28
H: -0.257249 1.822034 0.902646  0.31
H: -0.467772 1.128698 -1.869662  0.49
N: 1.944123 0.394700 -0.498497  -0.56
S: -2.043829 -0.555439 -0.750433  -0.32

Force components x, y, z for each atom (eV/Å):
C 0.06 -0.08 -0.41
C -0.25 -0.09 -0.09
C 0.07 0.39 0.85
C 0.09 -0.06 0.23
C -0.59 0.24 -0.28
C 0.01 0.16 -0.19
H -0.20 -0.09 0.13
H 0.09 -0.52 -0.18
H 0.15 0.16 0.10
H 0.29 -0.18 -0.05
H -0.35 -0.16 -0.75
H -0.09 0.03 -0.06
H 0.32 -0.36 -0.08
H 0.34 0.06 0.27
H -0.07 -0.21 0.33
N 0.04 0.68 0.21
S 0.07 0.03 -0.04

Calculated values
2S+1   1
Energy   -18691.33253 eV
HOMO energy   -8.5 eV
ΔE to the lowest compared entry with this formula, charge and spin   1.878 eV
HOMO-LUMO gap   9.331 eV
LUMO energy   0.88 eV

---

(6)
A molecular structure, C5H11O3Sm. Source: the OMol25 dataset; level of theory: wB97M-V/def2-TZVPD.

Last column: Mulliken spin population.
Element x y z (Å)
C: -0.964569 -1.158457 -0.830962  0.01
O: 0.237563 -1.146819 -0.025268  -0.01
C: 1.221559 -0.166378 -0.321128  0.01
C: 0.734807 1.224018 0.023124  -0.03
O: 0.278473 1.183464 1.369996  0.04
C: 0.355317 2.405854 2.087333  0.00
H: -1.928353 -1.161112 -0.306498  0.02
H: -0.946794 -0.316871 -1.547688  -0.01
H: 1.501281 -0.221523 -1.380671  0.00
H: 2.079837 -0.430341 0.311465  -0.01
H: -0.108513 1.551884 -0.602420  0.01
H: 1.559354 1.937683 -0.113817  0.00
H: 0.892906 2.209241 3.021801  0.01
H: 0.891158 3.169809 1.508434  -0.01
H: -0.659502 2.767763 2.301611  0.01
Sm: -0.675911 -0.774375 2.262979  6.94
O: -1.140378 -3.678612 -1.063197  0.01
C: -1.085797 -2.562592 -1.781398  0.00
H: -1.996206 -2.325121 -2.392128  0.00
H: -0.246233 -2.507517 -2.521567  0.00

Force components x, y, z for each atom (eV/Å):
C 0.05 -1.18 -3.10
O -0.58 -0.04 0.85
C -0.27 -0.18 -0.32
C -0.01 0.14 -0.79
O 0.57 0.43 -0.14
C -0.11 0.65 0.41
H 0.42 0.10 0.80
H 0.00 -0.02 0.43
H 0.04 0.01 0.17
H -0.09 0.12 -0.27
H 0.29 -0.17 -0.01
H -0.15 -0.11 0.25
H -0.15 0.19 -0.13
H -0.12 -0.25 0.16
H 0.29 -0.03 0.00
Sm -0.46 -1.21 0.04
O 0.07 1.02 -0.11
C 0.08 0.10 1.40
H -0.07 0.18 0.14
H 0.18 0.24 0.22

Calculated values
2S+1   8
Energy   -29403.99099 eV
HOMO energy (alpha / beta)   -5.5 / -6.0 eV
ΔE to the lowest compared entry with this formula, charge and spin   0.000 eV
HOMO-LUMO gap (alpha / beta)   5.320 / 5.442 eV
LUMO energy (alpha / beta)   -0.18 / -0.55 eV